An isolated molecule of C4H8N2S2, computed with ωB97M-V/def2-TZVPD.

Geometry as XYZ:
```
16
Properties=species:S:1:pos:R:3:forces:R:3:nbo_charge:R:1
C 1.513568 2.836916 -0.621509 -0.860 -2.927 1.675 -0.422
C 0.527872 -0.430991 -0.233094 -1.135 0.636 -0.468 -0.045
C -1.556496 -1.475530 0.482312 -0.558 3.236 0.356 -0.617
C -0.758652 -0.234341 0.124909 1.095 -1.312 -0.098 -0.258
N 0.918308 1.680267 -1.239675 -0.838 1.743 -2.128 -0.448
N 1.411227 0.521106 -0.752934 1.390 -1.864 -1.144 -0.471
S 1.938853 4.200308 -1.398286 0.630 2.078 -1.373 0.301
S 1.891651 2.525270 1.078311 0.454 1.863 0.223 0.019
H 0.906422 -1.443618 -0.184730 0.360 0.096 0.045 0.198
H -0.918225 -2.268087 0.302567 0.746 -2.133 0.272 0.201
H -2.358076 -1.453231 -0.218538 -0.874 -0.578 -0.564 0.207
H -2.007034 -1.335556 1.469848 0.288 -0.681 0.045 0.210
H 1.419612 1.307359 1.024727 -0.298 -0.636 0.279 0.159
H -1.328649 0.666866 0.068950 0.264 0.736 -0.120 0.214
H 0.740047 1.733429 -2.305686 0.571 -0.110 2.360 0.375
H 2.345768 0.255319 -1.129575 -1.235 -0.146 0.639 0.375
```
Positions in Å, forces in eV/Å.

Output
* electronic energy: -1062.9021 a.u.
* orbital gap (spin up / spin down): 6.56 / 5.46 eV
* E_HOMO (spin up / spin down): -0.2133 / -0.2991 Ha
* spin multiplicity: 3